No. 1
Computed, not measured: 2 unconnected molecules or ions with the total composition C15H17Cl2F4NO6S in a non-equilibrium geometry, with wB97M-V/def2-TZVPD.

The geometry in XYZ format:
```
46
Properties=species:S:1:pos:R:3:forces:R:3:lowdin_charge:R:1
C -4.059 0.851 -0.762 0.787 -0.276 -1.444 0.1156
C -3.066 1.385 -1.248 0.792 -1.205 0.886 -0.0774
C -1.581 1.775 -1.564 -2.129 1.401 -0.916 -0.0742
N -0.576 0.963 -0.830 -0.622 -1.109 2.623 0.0522
C -0.557 0.888 0.493 -0.911 0.782 2.148 -0.1750
O -1.468 1.426 1.357 2.703 -0.966 -2.779 0.1016
C 0.736 0.155 1.056 -0.818 -0.283 -0.123 -0.1490
C 0.782 -0.330 2.550 1.849 -0.415 1.032 -0.5933
Cl -0.639 -0.601 3.607 1.143 0.480 -1.618 0.6838
C 2.052 -0.544 3.096 -1.393 0.233 -0.406 -0.6260
C 3.401 -0.327 2.315 0.344 -0.274 0.024 -0.0943
Cl 2.131 -1.081 4.836 0.381 0.627 -2.173 0.5976
C 0.961 -0.910 -0.132 0.383 2.109 -0.259 -0.2005
S -0.038 -2.430 0.127 -5.210 -1.564 -1.734 0.8311
O -0.253 -3.217 -1.104 2.166 1.625 1.728 -0.2833
O -1.347 -2.132 0.753 3.139 0.544 -0.257 -0.2799
C 0.812 -3.623 1.329 0.385 -2.747 0.887 -0.4941
F 0.343 -4.890 0.950 0.894 2.693 0.674 0.0866
F 2.191 -3.660 1.165 -2.374 0.550 0.664 0.0925
F 0.413 -3.447 2.631 1.312 0.041 -2.590 0.0992
C 0.540 0.107 -1.309 2.155 -0.039 -1.600 -0.1975
C 0.599 -0.388 -2.817 -1.026 0.878 0.097 -0.0722
C -0.756 -0.992 -3.399 0.958 -1.112 -1.754 -0.3292
C -0.371 -2.365 -4.144 0.257 0.256 0.163 -0.0592
F -1.791 -1.154 -2.444 1.462 0.320 -0.894 -0.0325
H -4.936 0.161 -0.605 1.398 1.528 0.002 0.0742
H -1.370 1.723 -2.684 -0.305 -0.288 1.595 0.1349
H -1.481 2.891 -1.304 0.199 -1.710 -0.009 0.1593
H -1.188 2.375 1.512 -0.744 1.287 0.514 0.1206
H 1.533 0.966 0.963 -0.828 -0.997 -0.035 0.1784
H 4.263 -0.932 2.754 -1.384 0.781 -0.336 0.0930
H 3.327 -0.671 1.230 -0.078 0.464 1.494 0.0675
H 3.744 0.763 2.305 -0.669 -1.347 0.178 0.1047
H 2.031 -1.141 -0.414 -1.198 -0.181 0.821 0.1441
H 1.422 0.832 -1.269 -0.736 -1.014 -0.004 0.1694
H 1.473 -1.105 -2.966 -1.245 0.907 0.515 0.1341
H 0.831 0.539 -3.446 -0.193 -1.229 0.866 0.1318
H -1.113 -0.306 -4.238 -0.007 -0.685 1.470 0.1420
H 0.430 -2.933 -3.566 -1.351 0.605 -0.556 0.0702
H -1.272 -3.022 -4.331 1.013 0.822 0.289 0.0940
H 0.110 -2.108 -5.148 -0.777 -0.182 1.254 0.0931
C -1.119 5.157 2.587 0.784 0.510 -0.049 -0.8354
O -0.310 6.099 2.714 0.152 -0.432 -0.777 -0.0485
O -1.996 5.091 3.635 -0.184 0.076 0.354 0.0350
O -1.241 4.300 1.681 0.215 -1.270 -0.584 -0.0772
H -1.598 5.862 4.079 -0.688 -0.191 0.621 0.0921
```
Forces are in eV/Å.

As for the calculated total energy: -76347.789 eV. The frontier orbital gap is 0.225 Eh. As for the total charge: 0. As for the lowest unoccupied orbital energy: -1.47 eV. The calculation puts the HOMO energy at -7.59 eV.

---

No. 2
Computed, not measured: a molecular structure, C2H3IO3 in a non-equilibrium geometry, with wB97M-V/def2-TZVPD.

The geometry in XYZ format:
```
9
Properties=species:S:1:pos:R:3:forces:R:3:lowdin_charge:R:1
C 0.102 -0.061 -0.015 0.313 0.023 0.693 -0.7122
C -0.111 0.032 1.468 0.017 -0.022 0.046 0.0182
O -0.926 -0.574 -0.683 -0.484 -0.118 -0.653 -0.3986
O 1.102 0.262 -0.593 0.786 -0.125 0.801 -0.0073
O 0.630 0.799 -3.003 -0.147 0.648 -1.018 -0.8647
I -0.331 -0.652 -2.642 -0.321 -0.491 0.096 1.6913
H 0.871 0.057 1.941 -0.138 0.004 0.005 0.0927
H -0.642 0.953 1.706 -0.041 -0.003 -0.010 0.0941
H -0.695 -0.816 1.821 0.015 0.083 0.040 0.0865
```
Forces are in eV/Å.

As for the calculated total energy: -16362.074 eV. The frontier orbital gap is 0.300 Eh. As for the total charge: 0. As for the lowest unoccupied orbital energy: -1.02 eV. The calculation puts the HOMO energy at -9.17 eV.

---

Question: The highest calculated total energy belongs to which entry?
Answer: C2H3IO3

---

Question: Which of these has the highest frontier orbital gap?
Answer: C2H3IO3

---

Question: Which of these has the highest lowest unoccupied orbital energy?
Answer: C2H3IO3

---

Question: The highest frontier orbital gap belongs to which entry?
Answer: C2H3IO3